The following is a quantum chemistry calculation of a 6-piece molecular cluster, C36H40BF5NO3 overall in a non-equilibrium geometry, from the Open Molecules 2025 dataset.

Last column: Löwdin charge in e.
CARTESIAN COORDINATES (ANGSTROEM)
C -0.37 1.53 -0.84  -0.111
C 0.73 0.64 -0.28  -0.249
N 1.94 0.79 -1.10  0.041
C 2.52 -0.40 -1.70  -0.470
C 3.69 0.13 -2.56  -0.160
C 3.31 0.63 -3.96  -0.089
O 3.05 -1.30 -0.76  -0.076
B 2.84 -2.66 -1.36  -0.616
O 1.46 -2.53 -1.87  -0.025
C 1.54 -1.31 -2.52  -0.391
O 0.27 -0.78 -2.82  0.002
H -1.16 1.71 -0.11  0.062
H -0.76 1.10 -1.75  0.048
H 0.08 2.47 -1.11  0.053
H 0.37 -0.39 -0.24  0.097
H 0.92 0.94 0.74  0.105
H 2.65 1.21 -0.51  0.109
H 4.12 0.97 -2.03  0.097
H 4.46 -0.62 -2.60  0.093
H 2.25 0.51 -4.16  0.055
H 3.85 0.11 -4.74  0.064
H 3.51 1.69 -4.06  0.059
H 3.13 -3.61 -0.68  0.056
H 3.67 -2.70 -2.31  0.081
H 2.05 -1.52 -3.47  0.138
H 0.18 -0.72 -3.78  0.101
F -1.50 -1.49 3.29  0.044
C -0.16 -1.64 3.46  -0.286
C 0.62 -2.02 2.39  -0.003
C 1.98 -2.16 2.58  -0.050
C 2.54 -1.94 3.83  -0.093
C 1.74 -1.55 4.89  -0.102
C 0.37 -1.39 4.71  -0.037
H 0.17 -2.21 1.42  0.118
H 2.61 -2.46 1.74  0.103
H 3.61 -2.06 3.97  0.098
H 2.17 -1.38 5.87  0.095
H -0.27 -1.09 5.52  0.108
F -1.43 3.98 -2.38  0.068
C -2.72 4.29 -2.23  -0.283
C -3.10 5.62 -2.29  -0.015
C -4.45 5.93 -2.13  -0.086
C -5.38 4.93 -1.90  -0.110
C -4.97 3.60 -1.84  -0.107
C -3.63 3.28 -2.01  -0.013
H -2.36 6.38 -2.46  0.116
H -4.76 6.96 -2.19  0.102
H -6.42 5.18 -1.77  0.099
H -5.69 2.82 -1.65  0.107
H -3.28 2.25 -1.96  0.118
F -1.50 -6.87 -1.20  0.043
C -2.05 -5.64 -1.28  -0.286
C -1.23 -4.54 -1.42  0.005
C -1.80 -3.28 -1.50  -0.060
C -3.18 -3.14 -1.43  -0.098
C -3.99 -4.26 -1.29  -0.104
C -3.42 -5.52 -1.22  -0.038
H -0.15 -4.66 -1.46  0.120
H -1.16 -2.41 -1.62  0.087
H -3.63 -2.16 -1.49  0.095
H -5.07 -4.15 -1.23  0.095
H -4.03 -6.41 -1.11  0.108
F 5.51 -3.97 -0.08  0.067
C 6.33 -3.14 0.57  -0.281
C 6.10 -1.78 0.44  0.014
C 6.94 -0.90 1.11  -0.081
C 7.99 -1.38 1.88  -0.117
C 8.20 -2.74 1.99  -0.108
C 7.36 -3.64 1.34  -0.026
H 5.26 -1.43 -0.16  0.107
H 6.77 0.17 1.03  0.101
H 8.64 -0.68 2.40  0.091
H 9.02 -3.12 2.59  0.094
H 7.50 -4.71 1.41  0.110
F -8.55 4.27 2.61  0.048
C -7.21 4.24 2.70  -0.288
C -6.46 3.94 1.58  -0.016
C -5.08 3.92 1.67  -0.068
C -4.46 4.19 2.88  -0.086
C -5.23 4.49 4.00  -0.086
C -6.61 4.52 3.91  -0.025
H -6.97 3.72 0.64  0.108
H -4.49 3.69 0.80  0.090
H -3.38 4.17 2.96  0.104
H -4.75 4.70 4.95  0.103
H -7.23 4.76 4.77  0.114

Summary:
E_tot = -59879.5629 eV
E_HOMO = -4.70 eV
Total charge = -1